# 1
81
Properties=species:S:1:pos:R:3:forces:R:3:mulliken_charge:R:1 method="wB97M-V/def2-TZVPD" homo_energy_ev=-11.63 orbital_gap_ev=8.239 charge=+1 lumo_energy_ev=-3.393
C 1.5400 0.3213 5.4272 -0.59 -0.11 0.28 -0.029
C 1.2537 0.2024 4.2730 0.09 0.08 -0.10 -0.693
C 0.8364 0.0833 2.8828 -0.24 -0.70 0.47 -0.132
N -0.6488 0.0068 2.8573 0.68 0.38 -1.01 -0.017
C -1.1890 0.0802 1.5654 -0.35 0.02 0.91 -0.701
N -0.6572 -0.6568 0.6034 -0.07 -0.18 0.06 0.082
N -2.2472 0.8979 1.3914 -0.09 -0.76 -1.44 0.938
C -3.3659 0.2961 0.6180 -0.57 0.10 -0.19 -1.864
C -4.5606 -0.1470 1.5428 0.54 0.07 1.32 1.222
N -4.8761 -1.5330 1.2323 -0.04 0.41 -0.26 -0.766
N -5.6955 0.7328 1.2979 0.32 -0.21 0.12 -0.772
N -4.1586 -0.0650 2.9726 0.42 -0.19 -0.40 -0.524
B -1.8969 2.2940 0.8697 0.03 1.40 0.85 0.270
C -1.7740 3.4702 1.8829 -0.51 -0.79 0.36 -0.416
O -1.7556 2.4550 -0.4765 0.23 -0.93 0.28 -0.554
H 1.5311 0.4063 6.4876 0.47 0.03 0.08 0.476
H 1.2718 -0.8189 2.4536 0.35 0.10 -0.16 0.311
H 1.1666 0.9645 2.3396 -0.09 0.04 -0.24 0.224
H -0.9903 -0.8079 3.3552 -0.43 0.42 0.48 0.309
H -0.5427 -0.3542 -0.3688 -0.79 0.07 -0.29 0.258
H -0.3944 -1.6061 0.8219 0.72 0.17 0.11 0.260
H -3.7838 1.0207 -0.0762 0.19 0.06 -0.18 0.722
H -3.0500 -0.5572 0.0301 0.07 -0.07 -0.08 0.249
H -5.6600 -1.8203 1.8092 -0.13 -0.07 -0.13 0.322
H -4.0831 -2.0881 1.5335 -0.01 -0.21 -0.13 0.271
H -5.3763 1.6717 1.5243 -0.09 0.14 -0.28 0.298
H -6.3716 0.5362 2.0310 -0.29 -0.09 -0.20 0.328
H -4.6040 0.6789 3.4835 0.01 0.04 0.11 0.178
H -4.2349 -0.9459 3.4531 -0.27 0.01 0.12 0.176
H -0.7547 3.6048 2.2523 -0.06 0.25 -0.20 0.030
H -2.1892 4.3902 1.4828 0.38 0.22 -0.19 0.320
H -2.3669 3.2078 2.7615 0.06 0.03 0.15 0.273
H -0.8333 2.6466 -0.6920 -0.20 0.47 -0.41 0.305
O -0.4234 0.1887 -2.1068 -0.03 -0.09 0.21 -0.764
C -0.4508 -0.4942 -3.1068 0.20 -0.18 0.05 0.377
O -1.5784 -0.7150 -3.7780 -0.05 0.01 0.03 -0.325
C -1.3365 -1.6448 -4.8639 0.08 -0.19 -0.32 -0.285
C 0.1513 -1.5451 -5.1374 0.27 -0.05 -0.02 -0.392
C 0.7061 -1.2288 -3.7507 -0.19 0.20 -0.42 -0.469
H -1.6349 -2.6423 -4.5372 0.00 0.03 0.08 0.222
H -1.9365 -1.3589 -5.7232 -0.15 0.14 0.15 0.205
H 0.5615 -2.4444 -5.5897 -0.09 -0.06 0.03 0.321
H 0.3487 -0.7097 -5.8102 -0.02 0.01 0.00 0.266
H 0.9107 -2.1327 -3.1729 0.04 0.03 0.05 0.290
H 1.5922 -0.6012 -3.7854 0.05 -0.04 0.24 0.341
O 1.4607 4.8265 1.5121 -0.18 -0.23 -0.15 -0.601
C 1.7951 4.5687 2.6315 0.23 0.33 0.04 0.583
O 0.9257 4.0598 3.5442 0.25 -0.12 0.07 -0.449
C 1.5799 3.9384 4.8281 0.10 0.11 0.25 -0.581
C 3.0677 3.8908 4.5175 -0.11 0.14 -0.12 0.266
C 3.1574 4.7617 3.2649 -0.08 -0.44 0.31 -0.592
H 1.3085 4.8066 5.4319 -0.02 0.03 -0.05 0.307
H 1.2237 3.0399 5.3237 -0.16 -0.01 -0.13 0.274
H 3.6892 4.2313 5.3409 -0.01 -0.01 0.02 0.471
H 3.3664 2.8731 4.2775 0.04 -0.02 0.06 -0.387
H 3.2810 5.8190 3.5031 0.03 0.03 -0.09 0.282
H 3.9449 4.4384 2.5903 0.00 0.21 -0.12 0.306
O 5.6005 2.0667 4.6379 0.06 0.01 0.12 -0.525
C 5.7371 0.9874 4.1430 -0.01 0.13 -0.23 0.457
O 6.8188 0.2114 4.3638 -0.03 -0.06 0.03 -0.390
C 6.7573 -0.9773 3.5565 -0.02 -0.16 -0.08 -0.479
C 5.2817 -1.1540 3.2227 -0.13 0.05 -0.07 -0.640
C 4.7970 0.2935 3.1724 0.06 -0.45 0.12 0.662
H 7.3698 -0.8222 2.6664 -0.01 0.03 -0.01 0.254
H 7.1649 -1.8110 4.1217 0.08 0.11 0.10 0.347
H 5.1143 -1.7145 2.3047 0.08 0.02 -0.02 0.399
H 4.7789 -1.6809 4.0355 0.02 -0.01 0.01 0.284
H 4.9280 0.7378 2.1839 -0.02 0.07 0.02 0.301
H 3.7657 0.4004 3.4989 0.03 0.21 -0.04 -0.711
O -0.1813 -4.6644 -6.4782 0.19 0.25 0.01 -0.578
C -0.9426 -4.3787 -7.3576 -0.29 -0.33 0.26 0.575
O -0.8218 -3.2578 -8.1028 0.02 0.05 0.03 -0.346
C -1.9444 -3.1375 -9.0014 -0.14 -0.03 -0.17 -0.397
C -2.4904 -4.5512 -9.1462 -0.06 -0.09 0.09 -0.500
C -2.1773 -5.1524 -7.7763 0.07 0.15 -0.60 -0.435
H -2.6712 -2.4547 -8.5558 0.01 -0.01 0.03 0.238
H -1.6006 -2.7177 -9.9427 0.15 0.06 0.08 0.316
H -3.5439 -4.5775 -9.4149 -0.01 0.07 0.03 0.331
H -1.9341 -5.0855 -9.9167 0.00 0.02 -0.02 0.272
H -2.9717 -4.9613 -7.0530 0.03 -0.07 0.06 0.232
H -1.9648 -6.2159 -7.8261 -0.01 -0.03 0.25 0.314

# 2
76
Properties=species:S:1:pos:R:3:forces:R:3:mulliken_charge:R:1 method="wB97M-V/def2-TZVPD" relative_energy_kj_mol=0.0 homo_energy_ev=-11.30 orbital_gap_ev=8.014 charge=+1 lumo_energy_ev=-3.290
C 1.8122 -1.5721 2.4599 0.11 0.77 0.26 -1.451
C 2.2172 -0.1763 1.9649 0.19 -0.54 -0.31 -0.684
C 2.1591 -0.0020 0.4033 -0.40 0.23 0.98 0.330
Br 3.9931 -0.0950 -0.2073 0.05 -0.07 -0.10 -0.063
C 1.0970 -0.8681 -0.2507 -1.25 -0.28 0.17 0.664
C 1.2734 -1.9094 -1.1849 2.04 1.58 0.69 0.149
N 2.5252 -2.2507 -1.6679 -1.95 -0.92 -1.77 -0.470
C 2.8438 -1.9506 -2.8955 0.52 -0.06 -0.04 0.975
C 2.9433 -0.5347 -3.4054 -0.56 -0.66 -0.49 -1.153
C 3.2036 -2.9856 -3.9224 1.68 0.33 0.53 -1.600
C 0.1540 -2.6680 -1.6474 0.35 -0.48 0.82 0.804
P 0.2485 -4.1274 -2.8260 -0.05 -0.15 -1.71 0.198
N -1.1094 -5.0956 -2.3616 0.55 0.51 1.11 -0.630
O 1.5489 -5.0460 -2.4058 -0.72 0.64 0.81 -0.464
N -1.0563 -2.3700 -1.2657 0.43 -0.27 -0.09 -1.380
N -1.2100 -1.3629 -0.4460 -1.54 1.32 0.80 0.475
C -2.6388 -1.0533 -0.0996 -0.23 -1.59 -0.56 0.363
C -3.6231 -2.0511 -0.7215 -0.53 0.94 0.49 -0.599
C -5.0201 -1.7317 -0.1006 0.03 -0.65 -0.10 -0.768
N -5.3272 -2.5602 1.0689 0.24 0.39 -0.01 -0.605
C -0.2631 -0.5976 0.1145 1.54 -0.15 -0.48 -0.173
C -0.6748 0.5255 1.0420 -0.14 -0.25 0.32 -0.207
C -1.0595 0.1021 2.4932 0.16 0.61 0.20 -0.813
C -2.0022 1.1138 3.1810 -0.03 -0.82 -0.04 -1.265
C -3.4384 1.1747 2.6148 0.57 0.29 0.00 -0.230
C -3.7091 2.3156 1.6118 -0.26 0.01 0.25 -0.602
O -2.8746 3.4493 1.8090 0.13 -0.44 -0.26 -0.431
C -2.3414 3.9294 0.5909 0.16 0.08 -0.05 -0.486
H 2.4871 -2.3081 2.0202 -0.16 -0.15 0.14 0.336
H 1.8960 -1.5665 3.5496 0.18 -0.29 -0.09 0.459
H 0.7707 -1.8112 2.2491 0.09 -0.16 -0.19 0.262
H 1.6577 0.6262 2.4468 -0.14 -0.13 -0.05 0.309
H 3.2538 -0.0145 2.2589 -0.09 0.06 0.01 0.843
H 1.8489 1.0313 0.2499 0.34 -0.06 -0.42 -0.124
H 2.0389 0.0461 -3.2203 0.24 0.26 0.19 0.294
H 3.8148 -0.0941 -2.9208 -0.23 0.17 0.26 0.238
H 3.1793 -0.5511 -4.4703 -0.32 0.09 0.02 0.482
H 3.4949 -3.9344 -3.4831 -0.45 -0.13 -0.07 0.326
H 2.3398 -3.0494 -4.5903 -0.05 -0.19 0.15 0.389
H 4.0439 -2.6430 -4.5368 -0.16 0.05 -0.01 0.548
H -1.6699 -4.5942 -1.6696 -0.22 0.03 -0.29 0.257
H -0.7623 -5.9073 -1.8487 -0.04 -0.14 -0.29 0.311
H 1.7027 -4.9840 -1.4516 0.33 -0.31 -0.04 0.358
H -2.9003 -0.0495 -0.4250 0.23 0.07 0.15 0.140
H -2.7333 -1.1938 0.9737 0.12 0.48 0.05 -0.370
H -3.6369 -1.9589 -1.8072 0.08 -0.22 0.04 0.399
H -3.3909 -3.0622 -0.3903 0.19 -0.05 -0.42 0.314
H -5.8110 -1.9259 -0.8269 0.13 0.11 -0.08 0.384
H -5.1011 -0.6775 0.1815 -0.01 -0.06 -0.02 0.337
H -4.6422 -2.4051 1.8016 -0.12 -0.04 0.10 0.228
H -5.2705 -3.5405 0.8183 -0.11 -0.01 0.04 0.281
H -1.5005 1.1043 0.6288 0.02 -0.21 -0.23 -0.169
H 0.1535 1.2235 1.1318 -0.07 0.04 -0.17 0.656
H -1.4382 -0.9212 2.5661 -0.12 0.10 -0.13 0.529
H -0.1476 0.1288 3.0876 0.00 -0.29 -0.03 0.377
H -2.0885 0.7737 4.2170 0.11 0.11 -0.03 0.494
H -1.5016 2.0828 3.2145 -0.29 0.08 -0.11 0.515
H -3.6419 0.2337 2.0973 -0.19 0.03 0.14 -0.303
H -4.1261 1.2142 3.4599 -0.06 0.20 -0.14 0.530
H -3.5918 1.9442 0.5848 0.02 0.06 0.05 0.302
H -4.7490 2.6434 1.7239 0.03 -0.10 -0.16 0.486
H -1.5946 3.2501 0.1490 -0.08 -0.07 0.19 0.107
H -3.1237 4.0663 -0.1644 0.03 0.25 0.12 0.309
H -1.8306 4.8662 0.8112 -0.19 0.04 -0.10 0.280
O 2.7437 2.4510 -1.9634 -0.38 -0.25 0.30 -0.562
C 3.0277 3.2260 -1.0963 0.24 0.32 -0.61 0.479
O 2.3657 3.3002 0.0864 -0.02 -0.14 -0.03 -0.261
C 2.8781 4.4039 0.8646 0.13 0.22 0.20 -0.468
C 4.2720 4.6619 0.3156 0.13 0.06 -0.09 -0.590
C 4.1150 4.2757 -1.1539 0.13 -0.02 0.67 -0.440
H 2.2125 5.2586 0.7313 -0.02 -0.03 -0.05 0.301
H 2.8891 4.1284 1.9167 -0.14 -0.15 -0.05 0.334
H 4.6118 5.6833 0.4715 -0.08 0.01 0.02 0.365
H 4.9881 3.9929 0.7952 -0.02 0.01 0.02 0.260
H 3.7651 5.1110 -1.7622 0.02 -0.07 -0.10 0.290
H 5.0304 3.8624 -1.5674 -0.12 0.01 -0.27 0.292